[1]
Here is 2 unconnected molecules or ions with the total composition C4H8O2 at a distorted geometry from the OMol25 dataset. Energies are from wB97M-V/def2-TZVPD.

Geometry (Å):
C1 1.6403 -1.2552 -0.1576
C2 1.6591 -0.7765 1.0729
O1 0.5074 -0.6708 1.8565
H1 2.4365 -1.1352 -0.8668
H2 0.7925 -1.8598 -0.4630
H3 2.4380 -0.1344 1.4709
H4 0.0755 -1.5308 1.7716
C3 -1.9525 -0.0616 -1.0830
C4 -1.5489 1.2016 -0.9955
O2 -0.2642 1.5991 -0.7599
H5 -3.0044 -0.2500 -0.9361
H6 -1.3065 -0.9182 -1.2053
H7 -2.2353 1.9972 -1.2625
H8 0.0466 0.9992 -0.0634

Computed properties:
HOMO-LUMO gap in eV: 9.89
Max |F| in eV/Å: 1.95
Molar mass in g mol⁻¹: 88.1
SMILES string: C=CO.C=CO
E in eV: -8370.3610
Charge: 0
HOMO energy in Ha: -0.331

***

[2]
Here is 2 unconnected molecules or ions with the total composition C4H8O2 from the OMol25 dataset. Energies are from wB97M-V/def2-TZVPD.

Geometry (Å):
C1 0.8074 -0.3532 -1.5323
O1 1.3617 -0.6075 -0.4002
C2 1.2108 0.0928 0.7094
C3 0.0020 0.9537 0.9018
C4 -0.8148 -0.2444 1.3226
O2 -1.3868 -1.0077 0.5625
H1 0.3002 0.5891 -1.6722
H2 -1.6116 -0.3003 -1.9569
H3 1.0048 -1.0383 -2.3416
H4 1.8063 -0.2842 1.5235
H5 -0.3784 1.4658 0.0131
H6 0.1547 1.6842 1.7017
H7 -0.7524 -0.4704 2.4026
H8 -1.7040 -0.4795 -1.2340

Computed properties:
HOMO-LUMO gap (alpha / beta) in eV: 8.08 / 7.61
Max |F| in eV/Å: 1.00
Molar mass in g mol⁻¹: 88.1
E in eV: -8367.3668
Charge: 0
HOMO energy (alpha / beta) in Ha: -0.276 / -0.276

***

[3]
Here is C4H8O2 in the gas phase from the OMol25 dataset. Energies are from wB97M-V/def2-TZVPD.

Geometry (Å):
O1 2.0855 1.0221 0.1808
C1 1.2646 -0.1290 0.1392
C2 -0.1985 0.2558 0.3709
C3 -1.0867 0.7312 -0.7863
O2 -1.9899 -0.3820 -0.6353
C4 -1.1409 -0.9756 0.3587
H1 2.9799 0.7580 -0.0704
H2 1.5716 -0.8526 0.9179
H3 1.3596 -0.6573 -0.8242
H4 -0.2658 0.8853 1.2604
H5 -1.6052 1.6758 -0.5901
H6 -0.6216 0.7758 -1.7827
H7 -1.6663 -1.2334 1.2887
H8 -0.6556 -1.8832 -0.0351

Computed properties:
HOMO-LUMO gap in eV: 10.50
Max |F| in eV/Å: 0.89
Molar mass in g mol⁻¹: 88.1
SMILES string: OCC1COC1
E in eV: -8371.1224
Charge: 0
HOMO energy in Ha: -0.356

***

[4]
Here is C4H8O2 in the gas phase from the OMol25 dataset. Energies are from wB97M-V/def2-TZVPD.

Geometry (Å):
C1 -1.4588 1.3459 0.1266
O1 -0.0762 1.1353 -0.1020
C2 0.2269 -0.2201 -0.3476
C3 1.7405 -0.4268 -0.5221
C4 -0.2349 -1.1226 0.7859
O2 -0.3824 -2.3120 0.6480
H1 -1.6828 2.3852 -0.1172
H2 -2.0981 0.6948 -0.4912
H3 -1.7222 1.1715 1.1777
H4 -0.3137 -0.5317 -1.2619
H5 2.0946 0.1123 -1.4054
H6 2.3122 -0.1009 0.3496
H7 1.9810 -1.4980 -0.6138
H8 -0.3862 -0.6330 1.7736

Computed properties:
HOMO-LUMO gap in eV: 10.58
Max |F| in eV/Å: 0.55
Molar mass in g mol⁻¹: 88.1
SMILES string: CO[C@@H](C)C=O
E in eV: -8371.6473
Charge: 0
HOMO energy in Ha: -0.355

***

[5]
Here is 2 unconnected molecules or ions with the total composition C4H8O2 at a distorted geometry from the OMol25 dataset. Energies are from wB97M-V/def2-TZVPD.

Geometry (Å):
C1 1.4906 -0.2740 -2.0730
C2 2.0190 -0.2275 -0.8574
O1 1.8718 0.8491 -0.0111
H1 1.5730 -1.1829 -2.6511
H2 1.0321 0.5699 -2.5694
H3 2.5423 -1.0487 -0.3937
H4 1.2011 1.3893 -0.4190
C3 -1.8930 0.8377 1.3218
C4 -1.8547 -0.4558 1.6309
O2 -1.2405 -1.3863 0.7840
H5 -2.3250 1.5650 1.9927
H6 -1.3505 1.1966 0.4554
H7 -2.6280 -0.9402 2.2088
H8 -0.4384 -0.8922 0.5811

Computed properties:
HOMO-LUMO gap in eV: 10.18
Max |F| in eV/Å: 2.66
Molar mass in g mol⁻¹: 88.1
SMILES string: C=CO.C=CO
E in eV: -8370.4593
Charge: 0
HOMO energy in Ha: -0.342

***

[6]
Here is C4H8O2 in the gas phase from the OMol25 dataset. Energies are from wB97M-V/def2-TZVPD.

Geometry (Å):
O1 -0.8423 -1.4195 0.1865
C1 -1.4167 -0.2161 -0.3107
C2 -0.5068 1.0300 -0.1453
C3 0.8697 0.8139 0.4562
C4 1.7953 -0.0752 0.0705
O2 1.6438 -1.0987 -0.7981
H1 0.7098 -1.3890 -0.7447
H2 -2.3870 -0.0533 0.1746
H3 -1.6175 -0.4116 -1.3671
H4 -1.0314 1.7701 0.4681
H5 -0.3751 1.4972 -1.1294
H6 1.1948 1.5454 1.1903
H7 -0.4263 -1.2008 1.0343
H8 2.8114 -0.0265 0.4605

Computed properties:
HOMO-LUMO gap in eV: 9.67
Max |F| in eV/Å: 0.36
Molar mass in g mol⁻¹: 88.1
SMILES string: O/C=C\CCO
E in eV: -8371.6345
Charge: 0
HOMO energy in Ha: -0.324

***

[7]
Here is 2 unconnected molecules or ions with the total composition C4H8O2 at a distorted geometry from the OMol25 dataset. Energies are from wB97M-V/def2-TZVPD.

Geometry (Å):
O1 0.8730 -1.1674 -1.2441
C1 0.8550 0.0221 -0.9752
C2 -1.1878 0.5506 -0.3306
C3 -0.9261 0.0855 0.9135
O2 0.3008 0.1854 1.4145
C4 1.2216 0.5989 0.4108
H1 -0.2279 -2.1317 -0.1286
H2 1.0604 0.7476 -1.7819
H3 -2.0559 0.1820 -0.8399
H4 -0.9291 1.5573 -0.6264
H5 -0.7672 -2.3292 0.3627
H6 -1.6265 -0.4167 1.5791
H7 1.2622 1.6953 0.3609
H8 2.1948 0.2054 0.7057

Computed properties:
HOMO-LUMO gap in eV: 9.38
Max |F| in eV/Å: 1.28
Molar mass in g mol⁻¹: 88.1
SMILES string: C=COCC=O.[H][H]
E in eV: -8368.8498
Charge: 0
HOMO energy in Ha: -0.330

***

[8]
Here is C4H8O2 in the gas phase from the OMol25 dataset. Energies are from wB97M-V/def2-TZVPD.

Geometry (Å):
O1 0.7185 -1.2597 -1.1834
C1 0.5040 0.1071 -0.8804
C2 -0.9530 0.3611 -0.5011
C3 -0.9955 -0.2705 0.8962
O2 0.3601 -0.2453 1.3874
C4 1.1756 0.4489 0.4418
H1 0.7348 -1.7216 -0.3316
H2 0.8383 0.6895 -1.7421
H3 -1.6405 -0.0924 -1.2182
H4 -1.1464 1.4400 -0.4497
H5 -1.3198 -1.3182 0.8525
H6 -1.6635 0.2601 1.5850
H7 1.1861 1.5306 0.6450
H8 2.2013 0.0704 0.4986

Computed properties:
HOMO-LUMO gap in eV: 10.83
Max |F| in eV/Å: 0.34
Molar mass in g mol⁻¹: 88.1
SMILES string: O[C@H]1CCOC1
E in eV: -8372.0557
Charge: 0
HOMO energy in Ha: -0.363

***

[9]
Here is 2 unconnected molecules or ions with the total composition C4H8O2 from the OMol25 dataset. Energies are from wB97M-V/def2-TZVPD.

Geometry (Å):
C1 1.9948 0.4865 0.2744
C2 0.9500 -0.3056 0.4822
O1 -1.1774 0.1516 1.6140
C3 -1.5974 -0.7310 0.5642
C4 -0.4564 0.1767 0.3988
O2 -0.5713 1.3374 -0.3397
H1 1.8543 1.5266 -0.0043
H2 3.0121 0.1241 0.3878
H3 0.4896 -0.2784 -2.3999
H4 1.0744 -1.3476 0.7699
H5 -2.5500 -0.4704 0.1024
H6 -1.4531 -1.7926 0.7669
H7 -0.1571 -0.6239 -2.5201
H8 -1.4125 1.7468 -0.0966

Computed properties:
HOMO-LUMO gap in eV: 10.81
Max |F| in eV/Å: 0.29
Molar mass in g mol⁻¹: 88.1
SMILES string: C=C[C@@]1(O)CO1.[H][H]
E in eV: -8369.8810
Charge: 0
HOMO energy in Ha: -0.362

***

[10]
Here is C4H8O2 in the gas phase at a distorted geometry from the OMol25 dataset. Energies are from wB97M-V/def2-TZVPD.

Geometry (Å):
C1 1.6683 -0.4102 -0.5521
C2 0.9922 0.4007 0.2764
C3 -0.1877 1.2306 -0.1914
O1 -1.4004 0.8853 0.4361
C4 -1.5729 -0.5159 0.3783
O2 -0.4608 -1.2031 0.8679
H1 2.5277 -0.9808 -0.2183
H2 0.2457 -1.3104 0.1573
H3 1.4276 -0.4290 -1.6118
H4 1.2436 0.4895 1.3326
H5 0.0067 2.2784 0.0516
H6 -0.2759 1.1257 -1.2845
H7 -2.4311 -0.7388 1.0165
H8 -1.7829 -0.8219 -0.6586

Computed properties:
HOMO-LUMO gap in eV: 10.51
Max |F| in eV/Å: 2.13
Molar mass in g mol⁻¹: 88.1
SMILES string: C=CCOCO
E in eV: -8370.5596
Charge: 0
HOMO energy in Ha: -0.348

***

[11]
Here is 2 unconnected molecules or ions with the total composition C4H8O2 from the OMol25 dataset. Energies are from wB97M-V/def2-TZVPD.

Geometry (Å):
C1 1.2240 0.1077 0.7162
C2 0.0578 -0.6721 1.2256
O1 -0.9332 -0.8499 0.2240
C3 -1.3047 0.3914 -0.3608
C4 -0.1145 1.1379 -0.8572
O2 1.0186 0.9779 -0.2274
H1 2.2368 0.0561 1.0858
H2 1.2636 -1.4729 -1.5959
H3 0.3723 -1.6736 1.5372
H4 -0.3877 -0.1783 2.1085
H5 -1.8782 0.9890 0.3706
H6 -1.9790 0.1535 -1.1900
H7 -0.1026 1.8732 -1.6474
H8 0.6144 -1.1113 -1.6350

Computed properties:
HOMO-LUMO gap (alpha / beta) in eV: 8.19 / 8.27
Max |F| in eV/Å: 0.84
Molar mass in g mol⁻¹: 88.1
E in eV: -8367.9043
Charge: 0
HOMO energy (alpha / beta) in Ha: -0.262 / -0.263

***

[12]
Here is C4H8O2 in the gas phase from the OMol25 dataset. Energies are from wB97M-V/def2-TZVPD.

Geometry (Å):
C1 0.4393 -1.6354 -1.4118
C2 0.0270 -0.8165 -0.2080
O1 -0.7892 -1.2323 0.5921
C3 0.6597 0.5505 -0.0484
C4 0.0433 1.3542 1.0920
O2 0.3391 0.7916 2.3494
H1 -0.2179 -1.3839 -2.2527
H2 1.4665 -1.4208 -1.7204
H3 0.3234 -2.6993 -1.1961
H4 1.7295 0.4020 0.1516
H5 0.5964 1.0840 -1.0069
H6 -1.0429 1.4346 0.9395
H7 0.4560 2.3675 1.0949
H8 -0.1499 -0.0428 2.3832

Computed properties:
HOMO-LUMO gap in eV: 10.82
Max |F| in eV/Å: 0.41
Molar mass in g mol⁻¹: 88.1
SMILES string: CC(=O)CCO
E in eV: -8372.5390
Charge: 0
HOMO energy in Ha: -0.365

***

[13]
Here is C4H8O2 in the gas phase from the OMol25 dataset. Energies are from wB97M-V/def2-TZVPD.

Geometry (Å):
C1 0.4284 -0.6818 1.3283
C2 0.3446 -0.0454 -0.0415
C3 -0.3561 1.1908 -0.2349
O1 -1.7255 0.5487 -0.9920
C4 1.3817 -0.3719 -1.0011
O2 2.1965 -1.2687 -0.8755
H1 0.7093 -1.7341 1.2330
H2 -0.5188 -0.6244 1.8806
H3 1.2019 -0.2047 1.9435
H4 -1.0444 -0.3328 -0.7811
H5 -0.7832 1.7146 0.6211
H6 -0.0429 1.8586 -1.0322
H7 -2.4891 0.5135 -0.3844
H8 1.3902 0.2656 -1.9215

Computed properties:
HOMO-LUMO gap in eV: 8.70
Max |F| in eV/Å: 0.80
Molar mass in g mol⁻¹: 88.1
E in eV: -8369.5606
Charge: 0
HOMO energy in Ha: -0.308

***

[14]
Here is 3 unconnected molecules or ions with the total composition C4H8O2 at a distorted geometry from the OMol25 dataset. Energies are from wB97M-V/def2-TZVPD.

Geometry (Å):
C1 -0.3915 -1.6092 1.3335
C2 0.1736 -0.3977 0.6929
O1 1.0259 -0.6451 -0.4194
C3 -0.2988 -0.2512 -0.6895
C4 -0.7611 0.7503 -1.6197
O2 0.0025 1.2963 -2.4448
H1 -0.6906 -2.2907 0.5327
H2 -1.2584 -1.2990 1.9260
H3 0.3859 -2.0591 1.9366
H4 0.4846 0.4137 1.3670
H5 1.7307 1.7618 -0.4030
H6 -1.8518 0.8668 -1.7318
H7 -0.9951 -1.0137 -1.2320
H8 1.6354 1.2125 -1.5875

Computed properties:
HOMO-LUMO gap in eV: 9.63
Max |F| in eV/Å: 4.98
Molar mass in g mol⁻¹: 88.1
E in eV: -8366.6518
Charge: 0
HOMO energy in Ha: -0.337

***

[15]
Here is C4H8O2 in the gas phase from the OMol25 dataset. Energies are from wB97M-V/def2-TZVPD.

Geometry (Å):
C1 -2.1944 -0.3054 0.6811
C2 -1.1656 -0.0422 -0.3973
O1 0.1238 -0.0145 0.2346
C3 1.1595 0.2171 -0.5892
O2 1.0379 0.3987 -1.7780
C4 2.4760 0.1997 0.1451
H1 -2.0263 -1.2793 1.1504
H2 -2.1472 0.4657 1.4559
H3 -3.1989 -0.2997 0.2463
H4 -1.1650 -0.8209 -1.1667
H5 -1.3330 0.9155 -0.9003
H6 2.3378 0.2180 1.2271
H7 3.0745 1.0553 -0.1770
H8 3.0211 -0.7081 -0.1321

Computed properties:
HOMO-LUMO gap in eV: 11.36
Max |F| in eV/Å: 0.46
Molar mass in g mol⁻¹: 88.1
SMILES string: CCOC(C)=O
E in eV: -8373.0476
Charge: 0
HOMO energy in Ha: -0.381

***

[16]
Here is C4H8O2 in the gas phase from the OMol25 dataset. Energies are from wB97M-V/def2-TZVPD.

Geometry (Å):
C1 -2.0504 -0.2677 0.2955
C2 -0.5733 -0.5366 0.1097
O1 -0.1141 0.4187 -1.0630
C3 1.0895 0.8801 -0.6988
C4 1.9930 -0.0390 -0.1278
O2 0.1830 -0.3227 1.1641
H1 -2.4560 -1.0821 0.9045
H2 -2.5822 -0.2403 -0.6600
H3 -2.1969 0.6741 0.8312
H4 -0.4189 -1.5235 -0.3688
H5 1.4205 1.8371 -1.1003
H6 0.9501 0.9824 0.5226
H7 2.9064 0.3312 0.3300
H8 1.8495 -1.1119 -0.1387

Computed properties:
HOMO-LUMO gap in eV: 9.01
Max |F| in eV/Å: 0.45
Molar mass in g mol⁻¹: 88.1
E in eV: -8368.4502
Charge: 0
HOMO energy in Ha: -0.336

***

[17]
Here is C4H8O2 in the gas phase from the OMol25 dataset. Energies are from wB97M-V/def2-TZVPD.

Geometry (Å):
C1 1.6151 -0.4795 -1.2459
O1 0.9279 0.2573 -0.2590
C2 -0.1820 -0.4198 0.2698
C3 -0.6662 0.0729 1.5980
C4 -1.4409 0.3976 0.3415
O2 -1.3929 1.6912 -0.1681
H1 0.9578 -0.7632 -2.0794
H2 2.0636 -1.3899 -0.8211
H3 2.4125 0.1627 -1.6238
H4 -0.2307 -1.4826 0.0321
H5 -0.0994 0.8975 2.0228
H6 -1.0501 -0.6452 2.3176
H7 -2.4036 -0.0849 0.1786
H8 -0.5111 1.7860 -0.5631

Computed properties:
HOMO-LUMO gap in eV: 10.31
Max |F| in eV/Å: 0.34
Molar mass in g mol⁻¹: 88.1
SMILES string: CO[C@H]1C[C@H]1O
E in eV: -8370.8433
Charge: 0
HOMO energy in Ha: -0.343